C33H28Cl3N5O2STl as an isolated structure in a non-equilibrium geometry. Source: the Open Molecules 2025 dataset; level of theory: the ωB97M-V functional and the def2-TZVPD basis.

Element x y z (Å)
Tl1 12.664 9.080 12.940
C1 13.546 5.758 19.440
C2 13.063 6.183 18.086
C3 11.983 5.595 17.407
C4 11.534 6.084 16.181
C5 12.094 7.213 15.515
N1 11.535 7.670 14.372
C6 10.193 7.440 14.112
C7 9.186 7.627 15.098
C8 7.803 7.715 14.818
C9 7.287 7.450 13.560
C10 5.827 7.409 13.295
C11 8.197 7.200 12.552
C12 9.599 7.159 12.785
N2 10.331 6.789 11.655
C13 9.902 6.038 10.582
C14 11.011 5.901 9.761
C15 12.083 6.589 10.400
N3 11.640 7.154 11.539
C16 13.313 7.727 16.177
C17 13.708 7.232 17.453
N4 14.052 8.808 15.748
C18 14.499 9.808 16.592
C19 15.397 10.584 15.856
C20 15.504 9.995 14.585
N5 14.665 8.918 14.469
H1 12.758 5.207 19.939
H2 13.854 6.639 20.031
H3 14.431 5.127 19.330
H4 11.530 4.693 17.809
H5 10.644 5.724 15.701
H6 9.498 7.748 16.137
H7 7.083 7.977 15.602
H8 5.298 7.514 14.250
H9 5.556 6.474 12.831
H10 5.461 8.216 12.628
H11 7.883 6.975 11.555
H12 8.863 5.692 10.454
H13 11.130 5.279 8.882
H14 13.104 6.665 10.049
H15 14.592 7.677 17.870
H16 14.153 9.943 17.612
H17 15.909 11.464 16.193
H18 16.102 10.323 13.727
Cl1 14.553 12.474 6.522
C21 13.712 11.864 7.875
C22 14.358 10.912 8.653
C23 13.834 10.495 9.847
Cl2 14.883 9.386 10.656
C24 12.517 10.871 10.306
O1 11.915 10.500 11.379
C25 11.813 11.766 9.380
Cl3 10.260 12.361 9.697
C26 12.403 12.248 8.239
H19 15.339 10.513 8.401
H20 11.895 12.963 7.572
C27 9.561 11.785 13.772
S1 10.627 10.926 14.945
O2 12.047 11.129 14.402
C28 10.464 12.034 16.350
C29 11.378 13.086 16.436
C30 11.335 13.902 17.568
C31 10.340 13.735 18.502
C32 9.482 12.664 18.434
C33 9.525 11.799 17.340
H21 10.047 12.726 13.518
H22 8.589 11.912 14.214
H23 9.477 11.179 12.870
H24 12.143 13.204 15.660
H25 12.053 14.726 17.640
H26 10.240 14.438 19.328
H27 8.743 12.498 19.242
H28 8.844 10.971 17.263

As for the total charge: +1. The spin multiplicity is 1. The calculation puts the LUMO energy (spin up / spin down) at -5.07 / -5.07 eV. As for the total energy: -99307.436 eV.

These are the Mulliken partial charges, in e, on atoms 1 to 4:
1 Tl 1.32
2 C -1.56
3 C 0.30
4 C -1.00

---

C33H28F2N6O4STi as an isolated structure. Source: the Open Molecules 2025 dataset; level of theory: the ωB97M-V functional and the def2-TZVPD basis.

Element x y z (Å)
Ti1 -0.028 -0.432 -0.707
C1 0.304 2.417 -2.184
N1 -0.794 1.744 -1.444
C2 -1.948 1.551 -2.336
C3 -1.590 0.536 -3.382
C4 -2.089 0.609 -4.672
C5 -1.685 -0.336 -5.600
C6 -0.773 -1.302 -5.208
C7 -0.324 -1.308 -3.900
N2 -0.739 -0.420 -2.986
C8 -1.215 2.563 -0.299
C9 -0.113 2.610 0.721
C10 -0.003 3.657 1.626
C11 1.056 3.652 2.517
C12 1.976 2.615 2.452
C13 1.781 1.610 1.524
N3 0.743 1.590 0.681
C14 1.616 1.683 -2.270
C15 2.718 2.353 -2.781
C16 3.908 1.665 -2.935
C17 3.962 0.330 -2.565
C18 2.830 -0.259 -2.035
N4 1.675 0.407 -1.891
H1 -0.029 2.607 -3.209
H2 0.487 3.400 -1.743
H3 -2.793 1.202 -1.740
H4 -2.247 2.493 -2.811
H5 -2.774 1.403 -4.939
H6 -2.060 -0.306 -6.614
H7 -0.403 -2.045 -5.900
H8 0.396 -2.041 -3.564
H9 -1.471 3.581 -0.622
H10 -2.118 2.123 0.127
H11 -0.730 4.458 1.619
H12 1.171 4.449 3.239
H13 2.834 2.581 3.109
H14 2.472 0.780 1.441
H15 2.637 3.396 -3.057
H16 4.780 2.163 -3.336
H17 4.867 -0.251 -2.670
H18 2.822 -1.286 -1.702
F1 1.257 -2.904 -1.846
C19 0.047 -2.587 -1.191
F2 0.040 -3.393 -0.068
H19 -0.721 -3.027 -1.846
S1 -4.627 -1.842 -0.917
C20 -2.978 -1.578 -1.266
N5 -2.305 -0.839 -0.435
C21 -3.132 -0.434 0.620
C22 -2.758 0.342 1.723
C23 -3.717 0.664 2.657
C24 -5.041 0.224 2.526
C25 -5.423 -0.555 1.458
C26 -4.453 -0.878 0.509
H20 -2.533 -2.011 -2.148
H21 -1.729 0.642 1.853
H22 -3.441 1.257 3.519
H23 -5.769 0.489 3.282
H24 -6.439 -0.911 1.360
O1 1.688 -1.123 0.388
C27 0.983 -1.333 1.421
O2 -0.231 -1.007 1.389
C28 1.596 -1.914 2.643
C29 0.831 -2.049 3.797
C30 1.400 -2.577 4.943
C31 2.730 -2.957 4.893
C32 3.510 -2.844 3.757
C33 2.927 -2.313 2.619
N6 3.348 -3.516 6.118
O3 4.521 -3.816 6.063
O4 2.643 -3.626 7.098
H25 -0.207 -1.746 3.783
H26 0.842 -2.700 5.859
H27 4.539 -3.168 3.779
H28 3.493 -2.213 1.704

The energy above the lowest of the compared OMol25 structures with the same formula, charge and spin is 3.6 kcal per mole. As for the total charge: +1. The spin multiplicity is 2. The calculation puts the LUMO energy (spin up / spin down) at -2.62 / -2.59 eV. As for the total energy: -91188.027 eV.

These are the Mulliken partial charges, in e, on atoms 1 to 4:
1 Ti 0.52
2 C -1.90
3 N 0.59
4 C -1.71

---

C33H29CdClN4O7S2 as an isolated structure in a non-equilibrium geometry. Source: the Open Molecules 2025 dataset; level of theory: the ωB97M-V functional and the def2-TZVPD basis.

Element x y z (Å)
Cd1 0.853 0.868 -0.720
C1 2.516 -3.573 2.569
O1 3.082 -2.269 2.753
C2 2.520 -1.434 1.799
N1 1.750 -1.987 0.936
C3 1.718 -3.437 1.202
C4 0.288 -3.883 1.390
C5 0.030 -4.914 2.331
C6 -1.271 -5.170 2.631
C7 -2.326 -4.523 1.995
C8 -2.059 -3.530 1.056
C9 -0.762 -3.216 0.761
C10 2.948 -0.006 1.980
C11 3.644 0.328 3.145
C12 3.850 1.669 3.471
C13 3.356 2.638 2.611
C14 2.781 2.253 1.393
N2 2.549 0.951 1.104
C15 2.369 3.256 0.384
N3 1.542 3.054 -0.607
C16 1.298 4.397 -1.267
C17 2.207 5.363 -0.452
O2 2.785 4.514 0.579
C18 -0.192 4.715 -1.214
C19 -0.797 5.123 -2.438
C20 -2.136 5.517 -2.460
C21 -2.874 5.456 -1.290
C22 -2.252 5.063 -0.079
C23 -0.954 4.726 -0.035
H1 3.314 -4.270 2.526
H2 1.864 -3.727 3.430
H3 2.192 -3.968 0.316
H4 0.906 -5.412 2.800
H5 -1.523 -5.929 3.355
H6 -3.357 -4.730 2.230
H7 -2.825 -2.919 0.511
H8 -0.591 -2.418 0.006
H9 4.049 -0.448 3.801
H10 4.331 1.911 4.390
H11 3.449 3.685 2.830
H12 1.610 4.355 -2.306
H13 2.998 5.847 -1.021
H14 1.621 6.109 0.092
H15 -0.239 5.061 -3.375
H16 -2.620 5.780 -3.405
H17 -3.915 5.657 -1.283
H18 -2.818 5.019 0.835
H19 -0.518 4.517 0.966
O3 -1.950 1.854 -4.390
C24 -1.270 1.636 -3.252
O4 -0.043 1.684 -3.190
C25 -2.138 1.287 -2.097
C26 -3.516 1.278 -2.265
C27 -4.294 0.901 -1.169
C28 -3.649 0.678 0.030
C29 -2.214 0.696 0.127
N4 -1.506 0.905 -0.966
C30 -1.433 0.431 1.334
O5 -2.028 -0.375 2.306
O6 -0.291 0.843 1.482
H20 -1.279 2.004 -5.083
H21 -3.965 1.642 -3.153
H22 -5.394 0.792 -1.208
H23 -4.213 0.597 0.973
H24 -2.872 -0.824 2.029
C31 -0.974 -7.084 -1.468
O7 -0.946 -5.749 -1.997
C32 0.275 -5.182 -1.970
S1 1.522 -5.870 -1.119
S2 0.421 -3.716 -2.830
H25 -2.021 -7.396 -1.452
H26 -0.575 -7.173 -0.412
H27 -0.413 -7.789 -2.078
Cl1 3.931 0.140 -2.339
C33 2.335 -0.411 -1.981
H28 2.379 -1.224 -1.229
H29 1.730 -0.645 -2.858

The energy above the lowest of the compared OMol25 structures with the same formula, charge and spin is 0.0 kcal per mole. The spin multiplicity is 1. The calculation puts the LUMO energy at -1.74 eV. As for the total energy: -93739.457 eV.

These are the Mulliken partial charges, in e, on atoms 1 to 4:
1 Cd 2.90
2 C -0.90
3 O -0.41
4 C 0.10

---

C33H29CdF6N5O3PS5 as an isolated structure in a non-equilibrium geometry. Source: the Open Molecules 2025 dataset; level of theory: the ωB97M-V functional and the def2-TZVPD basis.

Element x y z (Å)
Cd1 0.059 -0.704 -0.568
S1 -0.820 -3.250 1.426
C1 -1.759 -1.885 1.777
C2 -2.569 -1.845 2.932
C3 -3.374 -0.759 3.152
C4 -3.384 0.279 2.219
C5 -2.539 0.178 1.134
N1 -1.754 -0.861 0.906
H1 -2.529 -2.672 3.627
H2 -4.005 -0.701 4.030
H3 -4.022 1.141 2.346
H4 -2.515 0.955 0.378
S2 -0.516 -2.877 -1.714
C6 -1.844 -2.693 -2.794
C7 -2.150 -3.812 -3.580
C8 -3.154 -3.813 -4.535
C9 -3.386 -4.935 -5.346
N2 -3.586 -5.845 -6.022
C10 -3.947 -2.643 -4.700
C11 -3.667 -1.535 -3.920
C12 -2.632 -1.513 -2.973
S3 -2.422 -0.068 -2.101
C13 -5.000 -2.617 -5.627
N3 -5.878 -2.586 -6.372
H5 -1.552 -4.702 -3.450
H6 -4.253 -0.633 -4.033
C14 -3.809 3.276 5.243
C15 -2.558 2.897 4.507
C16 -2.371 3.276 3.182
C17 -1.304 2.777 2.448
C18 -0.414 1.913 3.049
C19 -0.550 1.579 4.385
C20 -1.616 2.072 5.113
S4 0.829 0.961 2.137
O1 2.127 1.409 2.609
O2 0.484 -0.392 2.505
N4 0.555 1.169 0.591
C21 0.999 2.224 -0.123
C22 1.488 3.412 0.406
C23 1.853 4.474 -0.422
C24 1.711 4.410 -1.785
C25 1.239 3.223 -2.378
C26 1.089 3.054 -3.772
C27 0.696 1.842 -4.269
C28 0.440 0.796 -3.371
N5 0.527 0.936 -2.075
C29 0.910 2.112 -1.555
H7 -4.280 4.150 4.800
H8 -3.615 3.466 6.297
H9 -4.509 2.443 5.176
H10 -3.092 3.926 2.704
H11 -1.184 3.025 1.404
H12 0.170 0.898 4.812
H13 -1.741 1.784 6.149
H14 1.599 3.494 1.477
H15 2.242 5.376 0.033
H16 1.982 5.248 -2.416
H17 1.305 3.887 -4.431
H18 0.591 1.670 -5.329
H19 0.170 -0.184 -3.738
C30 4.477 0.537 0.206
C31 4.495 -0.812 0.900
S5 2.745 -1.163 1.387
O3 2.030 -1.309 0.110
C32 2.952 -2.917 1.965
C33 2.755 -2.922 3.467
H20 5.487 0.923 0.065
H21 3.898 1.245 0.798
H22 4.004 0.428 -0.766
H23 5.047 -0.782 1.840
H24 4.867 -1.591 0.242
H25 3.916 -3.309 1.657
H26 2.145 -3.449 1.466
H27 3.556 -2.380 3.969
H28 2.720 -3.937 3.861
H29 1.816 -2.423 3.693
F1 2.179 -1.272 -2.618
P1 3.469 -1.772 -3.480
F2 2.883 -0.993 -4.788
F3 2.673 -3.106 -3.920
F4 4.762 -2.270 -4.354
F5 4.076 -2.524 -2.176
F6 4.285 -0.417 -3.076

The energy above the lowest of the compared OMol25 structures with the same formula, charge and spin is 30.6 kcal per mole. As for the total charge: -2. The spin multiplicity is 2. The calculation puts the LUMO energy (spin up / spin down) at 3.71 / 2.63 eV. As for the total energy: -132628.437 eV.

These are the natural (NBO) partial charges, in e, on atoms 1 to 4:
1 Cd 1.68
2 S -0.29
3 C 0.08
4 C -0.28

---

C33H30BrIN4O3PZn as an isolated structure. Source: the Open Molecules 2025 dataset; level of theory: the ωB97M-V functional and the def2-TZVPD basis.

Element x y z (Å)
Zn1 0.114 1.011 -0.394
O1 1.234 2.828 0.446
C1 0.681 4.075 0.099
C2 -0.497 3.885 -0.817
C3 -1.294 4.984 -1.112
C4 -2.389 4.814 -1.934
C5 -2.645 3.547 -2.438
C6 -1.800 2.511 -2.097
N1 -0.739 2.673 -1.304
H1 2.033 2.964 0.965
H2 1.424 4.705 -0.413
H3 0.338 4.605 0.999
H4 -1.060 5.946 -0.682
H5 -3.031 5.647 -2.165
H6 -3.495 3.370 -3.074
H7 -1.984 1.514 -2.465
N2 1.808 -0.760 1.492
P1 0.337 -0.011 1.904
C7 0.797 0.870 3.435
C8 1.729 0.363 4.333
C9 2.077 1.096 5.450
C10 1.487 2.329 5.686
C11 0.537 2.823 4.808
C12 0.198 2.103 3.676
C13 -0.519 -1.476 2.563
C14 -1.587 -1.263 3.429
C15 -2.235 -2.337 4.008
C16 -1.815 -3.628 3.731
C17 -0.783 -3.845 2.834
C18 -0.143 -2.775 2.233
C19 2.577 -0.469 0.408
C20 3.832 -1.088 0.278
C21 4.658 -0.705 -0.749
C22 4.222 0.283 -1.633
C23 2.956 0.795 -1.471
N3 2.134 0.419 -0.486
H8 2.175 -1.479 2.104
H9 2.180 -0.607 4.173
H10 2.805 0.702 6.141
H11 1.756 2.885 6.571
H12 0.059 3.770 5.009
H13 -0.537 2.475 2.974
H14 -1.895 -0.250 3.643
H15 -3.059 -2.165 4.683
H16 -2.303 -4.466 4.202
H17 -0.469 -4.851 2.602
H18 0.627 -2.966 1.500
H19 4.126 -1.842 0.995
H20 5.634 -1.151 -0.862
H21 4.853 0.638 -2.431
H22 2.566 1.545 -2.143
O2 -0.676 -2.459 -1.220
C24 -1.500 -1.683 -0.796
C25 -2.929 -2.015 -0.392
C26 -3.450 -0.727 0.234
C27 -2.260 0.198 0.156
O3 -2.129 1.304 0.664
N4 -1.258 -0.362 -0.551
H23 -2.923 -2.850 0.307
H24 -3.489 -2.328 -1.274
H25 -3.774 -0.854 1.265
H26 -4.271 -0.276 -0.325
Br1 0.308 -0.014 -7.290
C28 0.171 -1.612 -6.279
C29 0.032 -2.815 -6.954
C30 -0.060 -4.001 -6.248
C31 -0.032 -3.982 -4.864
C32 0.094 -2.782 -4.182
C33 0.206 -1.601 -4.891
I1 0.449 0.233 -3.847
H27 -0.007 -2.809 -8.031
H28 -0.153 -4.934 -6.784
H29 -0.110 -4.899 -4.303
H30 0.086 -2.775 -3.102

The energy above the lowest of the compared OMol25 structures with the same formula, charge and spin is 31.9 kcal per mole. As for the total charge: +1. The spin multiplicity is 1. The calculation puts the LUMO energy at -2.22 eV. As for the total energy: -182659.029 eV.

These are the Mulliken partial charges, in e, on atoms 1 to 4:
1 Zn 0.05
2 O -0.14
3 C -0.91
4 C 0.77

---

Which value of spin multiplicity does entry 3 give?
1

---

Among the records above, which one has the lowest total energy?
C33H30BrIN4O3PZn

---

Please write out number 3 again, unchanged.
C33H29CdClN4O7S2 as an isolated structure in a non-equilibrium geometry. Source: the Open Molecules 2025 dataset; level of theory: the ωB97M-V functional and the def2-TZVPD basis.

Element x y z (Å)
Cd1 0.853 0.868 -0.720
C1 2.516 -3.573 2.569
O1 3.082 -2.269 2.753
C2 2.520 -1.434 1.799
N1 1.750 -1.987 0.936
C3 1.718 -3.437 1.202
C4 0.288 -3.883 1.390
C5 0.030 -4.914 2.331
C6 -1.271 -5.170 2.631
C7 -2.326 -4.523 1.995
C8 -2.059 -3.530 1.056
C9 -0.762 -3.216 0.761
C10 2.948 -0.006 1.980
C11 3.644 0.328 3.145
C12 3.850 1.669 3.471
C13 3.356 2.638 2.611
C14 2.781 2.253 1.393
N2 2.549 0.951 1.104
C15 2.369 3.256 0.384
N3 1.542 3.054 -0.607
C16 1.298 4.397 -1.267
C17 2.207 5.363 -0.452
O2 2.785 4.514 0.579
C18 -0.192 4.715 -1.214
C19 -0.797 5.123 -2.438
C20 -2.136 5.517 -2.460
C21 -2.874 5.456 -1.290
C22 -2.252 5.063 -0.079
C23 -0.954 4.726 -0.035
H1 3.314 -4.270 2.526
H2 1.864 -3.727 3.430
H3 2.192 -3.968 0.316
H4 0.906 -5.412 2.800
H5 -1.523 -5.929 3.355
H6 -3.357 -4.730 2.230
H7 -2.825 -2.919 0.511
H8 -0.591 -2.418 0.006
H9 4.049 -0.448 3.801
H10 4.331 1.911 4.390
H11 3.449 3.685 2.830
H12 1.610 4.355 -2.306
H13 2.998 5.847 -1.021
H14 1.621 6.109 0.092
H15 -0.239 5.061 -3.375
H16 -2.620 5.780 -3.405
H17 -3.915 5.657 -1.283
H18 -2.818 5.019 0.835
H19 -0.518 4.517 0.966
O3 -1.950 1.854 -4.390
C24 -1.270 1.636 -3.252
O4 -0.043 1.684 -3.190
C25 -2.138 1.287 -2.097
C26 -3.516 1.278 -2.265
C27 -4.294 0.901 -1.169
C28 -3.649 0.678 0.030
C29 -2.214 0.696 0.127
N4 -1.506 0.905 -0.966
C30 -1.433 0.431 1.334
O5 -2.028 -0.375 2.306
O6 -0.291 0.843 1.482
H20 -1.279 2.004 -5.083
H21 -3.965 1.642 -3.153
H22 -5.394 0.792 -1.208
H23 -4.213 0.597 0.973
H24 -2.872 -0.824 2.029
C31 -0.974 -7.084 -1.468
O7 -0.946 -5.749 -1.997
C32 0.275 -5.182 -1.970
S1 1.522 -5.870 -1.119
S2 0.421 -3.716 -2.830
H25 -2.021 -7.396 -1.452
H26 -0.575 -7.173 -0.412
H27 -0.413 -7.789 -2.078
Cl1 3.931 0.140 -2.339
C33 2.335 -0.411 -1.981
H28 2.379 -1.224 -1.229
H29 1.730 -0.645 -2.858

The energy above the lowest of the compared OMol25 structures with the same formula, charge and spin is 0.0 kcal per mole. The spin multiplicity is 1. The calculation puts the LUMO energy at -1.74 eV. As for the total energy: -93739.457 eV.

These are the Mulliken partial charges, in e, on atoms 1 to 4:
1 Cd 2.90
2 C -0.90
3 O -0.41
4 C 0.10